Density functional theory data (ωB97M-V/def2-TZVPD) for one molecule with the formula C4H6N2O.

Last column: Mulliken charge in e.
Positions of all 13 atoms, in Å:
O  1.57  2.16  0.49  -0.61
C  0.93  1.16  0.27  0.37
N  1.45  -0.02  -0.22  -0.15
C  0.52  -1.12  -0.07  -0.50
C  -0.71  -0.33  -0.47  -0.20
C  -1.67  0.28  0.43  -0.15
N  -0.45  1.00  0.27  -0.24
H  2.33  -0.04  -0.69  0.21
H  0.49  -1.47  0.98  0.18
H  0.78  -1.97  -0.71  0.37
H  -0.84  -0.31  -1.56  0.27
H  -2.44  0.84  -0.09  0.20
H  -1.97  -0.19  1.35  0.26

Energy relative to the best compared isomer or geometry (same formula, charge and spin), kcal per mole: 65.6
LUMO, eV: 0.870
E, eV: -9270.6578
Gap between HOMO and LUMO, eV: 10.25

=====

Density functional theory data (ωB97M-V/def2-TZVPD) for C17H18IN2O3Re as an isolated structure.

Last column: Mulliken spin population.
Positions of all 42 atoms, in Å:
Re  0.04  1.34  0.83  0.85
C  4.60  0.27  0.22  0.00
C  3.63  -0.55  -0.50  0.03
N  4.04  -1.53  -1.26  -0.02
C  3.28  -2.27  -2.02  0.04
C  1.90  -2.02  -2.16  0.01
C  1.17  -2.95  -3.08  0.00
O  -0.21  -2.84  -3.05  0.00
C  1.33  -0.99  -1.35  0.00
C  -0.02  -0.57  -1.49  0.02
N  -0.69  0.34  -0.79  -0.06
C  -2.06  0.54  -1.15  -0.02
C  -2.84  -0.46  -1.77  0.00
C  -4.16  -0.24  -2.11  0.00
C  -4.78  0.97  -1.85  0.00
C  -4.05  1.97  -1.22  0.01
C  -2.74  1.74  -0.86  0.00
I  -1.74  3.27  0.32  -0.02
C  2.20  -0.31  -0.42  0.02
O  1.73  0.55  0.39  0.05
H  5.14  -0.35  0.95  0.00
H  4.15  1.13  0.71  0.00
H  5.39  0.59  -0.47  0.00
H  3.77  -3.10  -2.51  0.00
H  1.49  -3.98  -2.84  0.00
H  1.57  -2.77  -4.10  0.00
H  -0.62  -3.55  -3.56  0.00
H  -0.54  -1.03  -2.33  0.00
H  -2.43  -1.44  -1.95  0.00
H  -4.73  -1.04  -2.57  0.00
H  -5.82  1.13  -2.10  0.00
H  -4.51  2.93  -1.02  0.00
C  -1.15  0.51  4.41  0.00
C  -0.23  1.59  3.95  0.03
C  0.37  2.52  4.92  0.00
O  0.03  1.71  2.73  0.03
H  -1.56  0.71  5.39  0.00
H  -0.58  -0.42  4.47  0.00
H  -1.95  0.35  3.69  0.00
H  1.17  2.02  5.47  0.00
H  -0.37  2.82  5.67  0.00
H  0.79  3.40  4.43  0.00

LUMO (spin up / spin down), eV: -13.091 / -12.795
E, eV: -37242.3677
2S+1: 2
Gap between HOMO and LUMO (spin up / spin down), eV: 4.56 / 4.72
⟨S²⟩: 0.7831
Total charge: +3

=====

Density functional theory data (ωB97M-V/def2-TZVPD) for a 2-piece molecular cluster, C5H15N2 overall.

Last column: Mulliken charge in e.
Positions of all 22 atoms, in Å:
C  1.10  -0.85  2.94  -1.35
C  0.69  -0.70  1.52  0.93
C  0.21  -1.64  0.74  -1.03
N  0.72  0.70  1.05  -0.19
H  1.52  -1.84  3.15  0.40
H  1.90  -0.16  3.22  0.37
H  0.30  -0.71  3.66  0.30
H  -0.29  -1.47  -0.20  0.08
H  0.25  -2.67  1.08  0.32
H  1.69  1.02  0.99  0.44
H  0.29  1.30  1.76  0.44
H  0.24  0.97  0.04  0.27
C  -0.69  -0.34  -2.60  -1.26
C  -1.35  0.69  -1.69  -0.43
N  -0.36  1.69  -1.18  -0.66
H  0.29  -0.66  -2.24  0.42
H  -1.34  -1.21  -2.65  0.35
H  -0.55  0.05  -3.60  0.40
H  -2.17  1.16  -2.22  0.36
H  -1.81  0.20  -0.83  0.32
H  0.24  1.94  -1.96  0.26
H  -0.88  2.55  -0.99  0.27

Energy relative to the best compared isomer or geometry (same formula, charge and spin), kcal per mole: 19.6
LUMO, eV: -2.977
E, eV: -8401.8281
Gap between HOMO and LUMO, eV: 11.21
Total charge: +1

=====

Density functional theory data (ωB97M-V/def2-TZVPD) for an isolated ion of composition C5H10NO and charge -1.

Last column: Mulliken charge in e.
Positions of all 17 atoms, in Å:
C  -0.90  1.99  0.94  -0.29
O  -0.77  3.31  0.71  -0.90
C  -0.81  1.24  -0.49  -0.85
C  0.42  0.40  -0.76  -0.47
C  0.09  -1.04  -0.47  -0.41
C  1.41  -2.73  0.37  -0.31
N  1.20  -1.98  -0.64  -0.42
H  -1.91  1.72  1.37  0.10
H  -0.14  1.54  1.62  0.16
H  -1.70  0.64  -0.67  0.48
H  -0.80  2.04  -1.20  0.32
H  0.87  0.53  -1.76  0.27
H  1.21  0.70  -0.03  0.24
H  -0.44  -1.06  0.50  0.30
H  -0.74  -1.34  -1.16  0.23
H  2.41  -3.13  0.56  0.27
H  0.62  -2.84  1.11  0.28

Energy relative to the best compared isomer or geometry (same formula, charge and spin), kcal per mole: 29.6
LUMO, eV: 3.582
E, eV: -8882.8347
Gap between HOMO and LUMO, eV: 5.74
Total charge: -1

=====

Density functional theory data (ωB97M-V/def2-TZVPD) for one molecule with the formula C4H7FO.

Last column: Mulliken charge in e.
Positions of all 13 atoms, in Å:
C  2.20  -0.25  0.14  -0.68
C  0.00  -0.72  -0.24  -0.21
C  -1.26  -0.32  -0.09  0.49
C  -1.76  1.06  -0.02  -0.95
H  2.92  0.55  0.04  0.23
H  2.55  -1.20  -0.31  0.28
H  2.04  -0.50  1.25  0.31
H  0.17  -1.81  -0.30  0.33
H  -0.91  1.71  -0.06  0.30
H  -2.42  1.33  -0.82  0.28
H  -2.32  1.21  0.92  0.27
O  1.00  0.14  -0.47  -0.35
F  -2.23  -1.22  -0.04  -0.30

Energy relative to the best compared isomer or geometry (same formula, charge and spin), kcal per mole: 27.6
LUMO, eV: 1.005
E, eV: -9025.0745
Gap between HOMO and LUMO, eV: 9.58

=====

Density functional theory data (ωB97M-V/def2-TZVPD) for a 6-piece molecular cluster, C27H39F2N2O12PS2 overall.

Last column: Mulliken charge in e.
Positions of all 85 atoms, in Å:
C  5.83  -1.99  -1.34  -1.29
C  5.14  -2.79  -0.22  -0.58
C  3.74  -2.32  0.15  -0.14
F  3.61  -0.94  0.01  -0.40
C  2.56  -2.96  -0.64  0.79
C  2.82  -2.89  -2.08  -0.54
N  3.09  -2.78  -3.19  -0.49
C  1.24  -2.14  -0.41  -0.15
C  1.00  -1.91  1.01  -0.16
N  0.86  -1.71  2.13  -0.52
P  -0.34  -2.69  -1.23  0.30
S  -1.63  -1.24  -1.25  -0.29
S  2.43  -4.73  -0.20  1.58
O  3.41  -5.09  0.76  -0.60
O  2.37  -5.48  -1.40  -0.62
F  1.07  -4.81  0.51  -0.16
H  5.51  -0.95  -1.38  0.29
H  5.63  -2.45  -2.31  0.35
H  6.90  -2.03  -1.21  0.40
H  5.74  -2.69  0.68  0.47
H  5.15  -3.84  -0.48  0.28
H  3.56  -2.55  1.20  0.67
H  1.41  -1.16  -0.86  0.68
H  0.05  -3.08  -2.52  0.11
H  -0.81  -3.82  -0.56  0.03
O  -2.62  1.91  -0.68  -0.49
C  -2.76  1.85  0.51  0.43
O  -3.68  1.05  1.09  -0.37
C  -3.68  1.25  2.52  -0.52
C  -2.31  1.83  2.84  0.25
C  -2.00  2.62  1.57  -0.45
H  -4.49  1.94  2.77  0.27
H  -3.86  0.30  3.01  0.31
H  -2.30  2.43  3.75  -0.23
H  -1.58  1.02  2.96  0.23
H  -2.40  3.64  1.61  0.25
H  -0.94  2.65  1.33  0.33
O  -1.99  -9.91  2.60  -0.56
C  -1.17  -9.05  2.56  0.46
O  -0.57  -8.67  1.40  -0.36
C  0.45  -7.68  1.67  -0.04
C  0.07  -7.07  3.01  -0.49
C  -0.60  -8.24  3.72  -0.47
H  1.42  -8.19  1.70  0.22
H  0.46  -6.96  0.87  0.01
H  0.92  -6.65  3.55  0.37
H  -0.65  -6.27  2.86  0.30
H  0.12  -8.87  4.25  0.25
H  -1.40  -7.94  4.39  0.31
O  -0.68  4.88  -2.86  -0.62
C  -1.69  4.66  -3.48  0.55
O  -2.06  5.43  -4.52  -0.40
C  -3.34  4.99  -5.03  -0.51
C  -3.48  3.55  -4.57  -0.46
C  -2.71  3.56  -3.25  -0.23
H  -4.11  5.64  -4.61  0.32
H  -3.34  5.09  -6.11  0.34
H  -4.52  3.23  -4.47  0.38
H  -2.99  2.88  -5.27  0.23
H  -3.33  3.84  -2.40  0.26
H  -2.22  2.62  -3.03  0.18
O  -1.16  3.05  -6.31  -0.53
C  0.00  2.76  -6.25  0.42
O  0.56  1.84  -7.07  -0.38
C  1.94  1.62  -6.71  -0.42
C  2.36  2.88  -5.96  -0.57
C  1.04  3.30  -5.29  -0.27
H  1.99  0.73  -6.08  0.24
H  2.51  1.45  -7.62  0.32
H  3.17  2.71  -5.26  0.33
H  2.67  3.65  -6.67  0.27
H  0.90  2.82  -4.32  0.23
H  0.94  4.37  -5.18  0.31
O  -3.08  3.06  6.30  -0.57
C  -2.30  3.96  6.42  0.53
O  -1.71  4.56  5.35  -0.32
C  -0.74  5.52  5.81  -0.44
C  -1.17  5.88  7.23  -0.49
C  -1.79  4.57  7.71  -0.47
H  0.24  5.06  5.77  0.27
H  -0.76  6.37  5.13  0.30
H  -0.34  6.24  7.84  0.33
H  -1.93  6.67  7.20  0.26
H  -1.05  3.90  8.14  0.26
H  -2.61  4.71  8.41  0.30

Energy relative to the best compared isomer or geometry (same formula, charge and spin), kcal per mole: 7.2
LUMO, eV: -0.048
E, eV: -92575.4024
Gap between HOMO and LUMO, eV: 9.34